Density functional theory data (ωB97M-V/def2-TZVPD) for a 14-piece molecular cluster, C58H154N10O19 overall at a distorted geometry.

Each line ends with the Mulliken charge.
Element x y z (Å)
O (-28.504, 2.138, 10.960)  -0.15
O (-23.386, 0.107, 15.215)  0.26
O (-33.097, -5.090, 13.145)  0.15
O (-29.787, -5.333, 16.497)  0.08
O (-28.120, -0.999, 14.082)  0.39
O (-20.763, -0.550, 12.080)  0.04
O (-21.524, -4.435, 10.078)  -0.14
O (-29.241, -6.443, 6.110)  -0.30
O (-23.072, -9.585, 8.403)  -0.25
O (-27.087, 2.623, 15.922)  -0.19
O (-30.554, -2.397, 20.122)  -0.37
O (-27.328, -9.338, 12.814)  -0.62
O (-31.304, -2.171, 10.049)  -0.35
O (-21.388, -5.849, 12.949)  -0.32
O (-24.821, -4.127, 16.604)  -0.07
O (-24.902, -2.160, 11.344)  1.24
O (-26.235, -4.942, 13.703)  0.74
O (-29.671, -7.651, 11.548)  0.11
O (-31.652, -0.893, 15.810)  -0.34
N (-35.444, -3.876, 15.687)  -0.78
N (-29.103, -7.567, 8.750)  -0.49
N (-29.014, 4.482, 13.770)  -0.37
N (-24.463, -2.554, 8.391)  -0.67
N (-24.548, 2.707, 13.902)  -0.59
N (-29.065, -3.682, 14.445)  0.68
N (-24.999, -10.871, 11.321)  -0.71
N (-27.788, -4.126, 18.601)  -0.30
N (-21.509, -1.792, 9.474)  0.29
N (-31.307, -1.376, 12.993)  1.57
C (-26.239, -9.916, 14.903)  -1.62
C (-27.547, -5.344, 13.353)  0.19
C (-21.602, -7.180, 13.119)  0.76
C (-27.297, 1.317, 16.438)  0.19
C (-28.043, -3.083, 15.253)  0.79
C (-20.049, -0.206, 10.925)  -0.75
C (-26.488, -3.663, 18.163)  -0.02
C (-28.669, 3.274, 13.010)  0.27
C (-23.278, 2.594, 14.645)  0.63
C (-27.592, -0.368, 12.920)  1.85
C (-26.857, -8.776, 14.030)  1.68
C (-32.677, -1.230, 13.632)  -0.90
C (-24.051, -5.038, 15.863)  -0.58
C (-31.166, -0.426, 11.911)  0.21
C (-28.553, -3.054, 19.098)  -0.02
C (-29.871, -3.490, 19.618)  -0.53
C (-23.178, 1.441, 15.727)  -1.11
C (-29.962, -1.927, 9.754)  -0.46
C (-22.480, -5.461, 9.960)  -0.62
C (-24.146, -1.806, 12.556)  0.26
C (-20.689, -7.975, 12.258)  -1.23
C (-32.572, -4.758, 11.897)  -0.19
C (-28.936, 1.927, 9.588)  -0.45
C (-25.407, -1.568, 9.026)  -0.20
C (-23.852, -0.803, 16.187)  -0.16
C (-26.793, -2.151, 9.052)  0.09
C (-28.306, 3.396, 15.938)  -0.20
C (-30.901, -8.392, 11.901)  0.04
C (-28.382, -6.362, 8.378)  0.37
C (-24.657, -10.008, 10.232)  0.77
C (-31.484, -1.420, 17.149)  -0.64
C (-24.541, -8.585, 10.733)  -0.25
C (-24.908, -1.063, 10.359)  -0.16
C (-20.998, -0.447, 9.715)  -1.03
C (-29.317, 3.079, 11.586)  -0.62
C (-30.694, -7.572, 16.575)  -1.61
C (-21.897, -9.988, 7.752)  -0.79
C (-28.204, 4.530, 14.979)  -0.93
C (-31.830, -0.944, 10.607)  -0.99
C (-29.024, -6.789, 4.736)  -0.79
C (-34.490, -4.813, 14.982)  1.43
C (-30.975, -6.122, 16.628)  0.43
C (-22.990, 3.859, 15.404)  -1.61
C (-20.109, -0.313, 13.288)  -0.65
C (-30.746, -9.865, 11.916)  -1.29
C (-35.090, -6.211, 15.165)  -1.64
C (-28.031, -6.280, 6.844)  -0.91
C (-27.106, -6.122, 9.147)  -0.05
C (-20.473, -2.684, 8.994)  -0.57
C (-34.265, -4.470, 13.559)  -0.83
C (-21.064, -4.035, 8.835)  -0.78
C (-27.211, -1.967, 14.635)  0.80
C (-25.706, -4.747, 17.548)  -0.64
C (-23.432, -10.447, 9.466)  -1.09
C (-25.242, -5.144, 12.730)  0.56
C (-31.783, -2.621, 20.679)  -0.81
C (-32.640, -1.544, 15.069)  0.29
C (-28.537, -4.199, 13.157)  0.54
H (-32.912, -1.040, 10.807)  0.34
H (-29.321, -1.846, 10.617)  0.17
H (-26.571, -5.243, 8.753)  0.06
H (-31.679, -5.818, 15.881)  -0.28
H (-22.545, 2.446, 13.822)  0.25
H (-28.511, -5.938, 4.225)  0.29
H (-27.535, 3.125, 12.939)  0.06
H (-30.123, -0.110, 11.753)  -0.45
H (-22.777, 4.687, 14.733)  0.40
H (-31.126, -2.445, 17.140)  0.01
H (-29.746, -7.807, 7.971)  0.30
H (-29.392, -4.525, 12.577)  0.88
H (-28.328, 0.353, 12.591)  -1.46
H (-23.633, -8.502, 11.378)  -0.16
H (-19.248, -0.911, 10.739)  0.37
H (-28.305, -4.598, 17.900)  0.20
H (-27.070, -2.550, 8.101)  0.63
H (-26.931, -2.892, 9.809)  -0.30
H (-23.509, -2.290, 8.590)  0.28
H (-29.722, -4.206, 20.430)  0.55
H (-24.283, -5.048, 13.259)  -0.06
H (-22.678, -7.372, 12.943)  -0.48
H (-26.680, 0.288, 13.055)  -0.69
H (-21.887, 0.192, 9.814)  0.25
H (-21.906, -3.996, 8.120)  0.35
H (-30.370, 2.755, 11.729)  0.20
H (-28.432, -7.673, 4.711)  0.36
H (-20.472, -0.017, 8.852)  0.51
H (-24.577, -0.896, 12.989)  -0.38
H (-24.816, -0.462, 16.567)  -0.18
H (-25.155, -5.363, 18.210)  0.58
H (-23.608, -4.443, 15.017)  -0.07
H (-27.636, -8.260, 14.541)  -0.22
H (-24.557, -3.456, 8.900)  -0.04
H (-27.247, -5.999, 10.237)  -0.63
H (-31.872, -3.560, 21.210)  0.33
H (-28.017, -3.459, 12.515)  -0.69
H (-24.298, -2.588, 13.244)  -0.56
H (-29.299, 4.068, 11.040)  0.36
H (-23.208, -0.731, 17.092)  0.50
H (-21.907, -9.505, 6.787)  0.25
H (-33.402, -4.802, 11.093)  0.29
H (-25.498, -10.447, 14.302)  0.40
H (-22.014, -6.435, 9.953)  0.11
H (-34.318, -3.357, 13.403)  0.42
H (-25.497, -0.727, 8.352)  0.59
H (-23.928, -0.613, 10.301)  -0.08
H (-31.717, -10.415, 11.918)  0.37
H (-29.650, -4.954, 15.620)  -0.30
H (-20.067, -2.364, 8.012)  0.43
H (-27.524, -1.380, 9.226)  -0.74
H (-23.104, -5.377, 10.821)  -0.39
H (-26.327, 0.850, 16.628)  -0.52
H (-27.481, -1.145, 12.167)  -0.23
H (-25.145, -4.414, 11.930)  -0.56
H (-32.620, -2.691, 15.134)  -0.47
H (-19.635, -7.902, 12.517)  0.43
H (-24.566, -7.836, 9.960)  0.08
H (-21.460, -7.496, 14.216)  0.31
H (-20.448, -4.858, 8.354)  0.38
H (-24.631, -5.858, 15.490)  0.15
H (-29.625, -2.746, 9.152)  0.27
H (-23.230, -5.408, 16.452)  0.54
H (-30.748, -0.790, 17.692)  0.30
H (-22.203, 3.845, 16.146)  0.37
H (-29.618, -7.605, 10.540)  0.03
H (-23.942, 1.636, 16.462)  0.42
H (-30.647, -1.137, 13.758)  -0.77
H (-31.740, -5.426, 11.628)  -0.27
H (-33.060, -0.209, 13.320)  0.36
H (-21.868, -2.171, 10.345)  -0.23
H (-25.363, 2.681, 14.544)  0.11
H (-25.563, -0.299, 10.837)  0.00
H (-27.952, 0.732, 15.768)  -0.04
H (-19.320, -1.033, 13.436)  0.29
H (-29.120, -5.527, 8.522)  0.09
H (-30.097, -7.758, 17.455)  0.40
H (-22.715, -10.494, 10.274)  0.36
H (-23.136, -1.585, 12.251)  0.16
H (-35.519, -6.258, 16.159)  0.48
H (-25.141, -6.151, 12.359)  -0.40
H (-26.519, -7.009, 9.047)  0.34
H (-30.009, 1.798, 9.591)  0.36
H (-25.404, -8.325, 11.306)  0.15
H (-26.608, -1.422, 15.431)  -0.62
H (-28.069, -2.543, 19.883)  0.56
H (-26.971, -10.653, 15.242)  0.34
H (-26.486, -2.258, 13.863)  -0.78
H (-27.474, -5.781, 12.358)  -0.66
H (-28.376, 5.482, 15.511)  0.29
H (-20.524, -5.528, 13.258)  0.19
H (-32.601, -2.637, 19.962)  0.26
H (-27.252, -7.087, 6.594)  0.37
H (-25.787, -10.469, 11.849)  0.16
H (-30.456, -3.958, 18.850)  0.00
H (-32.218, -3.713, 11.824)  0.04
H (-28.357, 1.110, 9.307)  -0.21
H (-27.369, -3.907, 15.536)  -0.76
H (-34.225, -6.848, 15.127)  0.30
H (-28.495, -2.683, 16.171)  0.24
H (-31.164, -7.990, 12.881)  0.10
H (-22.249, 1.425, 16.293)  0.47
H (-27.217, 4.564, 14.580)  0.40
H (-28.766, -2.281, 18.377)  -0.25
H (-31.697, 0.574, 12.046)  0.13
H (-29.758, -3.031, 14.213)  -0.36
H (-30.150, -10.233, 11.086)  0.27
H (-20.740, -7.708, 11.193)  0.15
H (-23.918, 4.209, 15.821)  0.29
H (-27.532, -5.314, 6.602)  0.40
H (-27.853, -8.598, 12.429)  0.10
H (-29.094, 2.700, 15.623)  0.24
H (-27.831, -6.207, 13.976)  -0.67
H (-25.527, -9.951, 9.502)  0.14
H (-31.732, -0.200, 9.775)  0.45
H (-32.402, -1.280, 17.788)  0.46
H (-25.330, -11.774, 11.065)  0.32
H (-25.973, -3.208, 18.948)  0.93
H (-26.327, -5.401, 16.925)  -0.17
H (-20.933, -0.393, 14.032)  -0.09
H (-25.717, -9.508, 15.774)  0.36
H (-23.622, -11.456, 9.121)  0.45
H (-35.100, -4.924, 12.974)  0.46
H (-35.174, -2.912, 15.486)  0.22
H (-30.197, -10.134, 12.824)  0.25
H (-19.597, -2.801, 9.709)  0.27
H (-19.571, 0.768, 10.965)  0.50
H (-31.576, -8.192, 16.750)  0.48
H (-29.771, -0.991, 9.177)  0.31
H (-29.030, 2.359, 13.587)  -0.14
H (-33.567, -4.710, 15.586)  -0.64
H (-33.308, -1.951, 13.096)  -0.10
H (-23.905, -1.788, 15.810)  -0.29
H (-30.017, 4.497, 14.017)  0.31
H (-28.458, 3.724, 16.990)  0.42
H (-24.700, 1.773, 13.482)  0.19
H (-33.631, -1.302, 15.477)  0.76
H (-26.725, -2.856, 17.423)  -0.39
H (-32.095, -1.798, 21.308)  0.30
H (-21.852, -11.082, 7.588)  0.33
H (-19.686, 0.696, 13.304)  0.34
H (-29.991, -6.892, 4.262)  0.24
H (-26.024, -8.070, 13.821)  -0.50
H (-36.348, -4.085, 15.308)  0.27
H (-28.438, -8.347, 8.778)  0.19
H (-35.844, -6.497, 14.411)  0.38
H (-31.707, -8.111, 11.195)  0.35
H (-22.974, -5.337, 9.020)  0.82
H (-28.685, 2.785, 8.987)  0.34
H (-20.966, -9.679, 8.254)  0.27
H (-31.488, -5.890, 17.534)  0.47
H (-20.812, -9.044, 12.357)  0.39
H (-30.069, -7.882, 15.731)  0.09
H (-27.799, 1.428, 17.432)  0.50

Cartesian forces, eV/Å:
-0.693 -0.221 -1.150
0.081 0.700 -0.784
1.255 -0.403 0.580
-0.245 -0.725 1.567
0.505 0.119 -0.088
-0.425 0.222 -0.668
-0.157 -0.108 0.520
0.452 -0.211 -0.056
-0.390 -0.238 0.706
-0.038 0.133 -0.315
0.685 1.806 0.035
-0.617 1.098 -0.129
-0.496 1.382 0.938
0.066 2.790 -0.049
0.003 0.264 0.347
0.660 0.724 -0.153
-0.011 0.313 0.175
-0.831 -0.807 -0.784
0.555 -0.310 0.608
1.213 -0.366 -0.649
0.139 -0.994 -0.672
-0.682 -0.323 -0.401
-0.965 -0.444 0.855
-0.859 -1.607 0.715
1.004 -1.082 -1.279
-0.023 0.261 1.471
1.052 -0.486 1.438
1.048 0.606 -0.001
-0.398 0.874 1.664
-0.283 0.601 -0.524
0.117 -0.693 -1.479
-0.262 -1.761 2.264
-0.710 0.575 0.919
0.945 -0.118 0.835
-0.808 -1.608 -1.020
-2.321 0.484 -1.483
-0.230 -1.736 0.192
0.764 -1.364 -0.008
-0.187 0.608 0.364
2.141 -1.398 0.424
1.301 0.993 -2.902
0.688 1.556 -0.555
-0.248 0.869 -1.287
-0.942 0.387 -0.098
-0.400 -1.059 0.841
-0.551 -0.631 -1.044
0.440 0.180 -0.771
0.854 0.149 0.332
-1.416 1.318 -2.312
0.848 -1.070 -1.016
-1.232 0.917 -1.944
0.081 1.266 2.148
0.836 -0.937 -0.622
0.477 2.090 1.507
-0.165 0.439 0.331
0.523 -1.488 0.900
0.205 1.992 -0.802
-0.749 1.928 -1.543
-2.350 1.436 -2.141
-0.364 1.480 0.438
1.066 -0.074 0.672
-1.001 -0.588 2.262
-0.343 1.716 0.317
0.725 2.006 1.568
0.705 -0.901 0.777
0.379 -0.339 -0.212
-0.370 1.438 -0.215
-0.050 0.122 -0.480
0.008 1.957 0.629
-1.429 0.694 2.410
0.358 1.047 -1.210
-0.354 1.227 -0.710
-1.054 0.355 0.453
0.154 -1.292 0.711
0.690 0.447 0.031
0.488 -0.801 0.405
-0.449 0.399 0.799
1.674 -0.402 0.112
-0.920 0.377 -1.379
-0.264 -1.512 -1.583
0.321 1.374 0.457
0.422 0.058 -2.705
-0.313 -0.075 0.829
1.727 0.173 0.819
-1.578 -0.174 -0.034
-1.441 -2.037 1.157
0.238 -0.064 0.918
0.444 -0.445 -0.204
0.156 -0.155 0.673
-0.127 -0.407 0.167
-0.443 0.165 -0.935
-0.014 -0.146 0.783
-0.077 -0.656 0.207
-1.532 0.648 -0.065
-0.233 -0.540 0.033
0.358 -0.039 -0.380
-0.164 -0.271 -0.080
0.350 0.338 0.696
-0.175 -0.373 -0.076
-0.272 -0.028 -0.148
-0.583 0.217 -0.476
0.706 -0.363 0.363
-0.338 -0.636 -1.077
0.089 -0.508 -0.799
0.028 -0.659 0.558
0.363 0.373 -0.052
0.032 -0.349 0.007
-0.187 0.178 -0.011
0.554 0.096 -0.265
-0.462 -1.110 0.229
0.210 0.062 0.255
-0.073 0.398 0.176
0.388 -0.018 -0.381
0.455 -0.837 -0.432
-0.131 -0.579 -0.177
0.085 0.017 0.030
-0.354 -0.301 -0.157
0.560 -0.571 1.061
-0.419 -0.735 0.739
-0.696 0.393 0.528
-0.109 0.766 -0.361
-0.182 0.113 -0.515
0.288 -0.327 0.471
-0.121 0.060 0.448
0.264 -1.085 0.732
-0.121 -0.837 0.359
0.023 -0.500 -0.426
0.031 0.123 -0.378
1.133 -0.312 0.902
0.019 0.032 -0.036
0.238 -0.491 0.011
0.354 -0.970 0.019
0.434 0.479 -0.192
0.532 -0.053 -0.226
0.591 0.546 0.028
-0.236 0.372 -0.775
-0.272 0.149 0.534
-0.222 0.516 0.336
-0.752 -0.119 0.433
-0.195 0.045 -0.354
0.547 0.155 -0.373
-0.804 0.193 -0.277
0.628 1.259 0.241
0.164 0.675 0.336
0.639 0.070 -0.583
-0.096 0.317 -1.213
0.230 1.033 0.633
-0.468 -0.492 -0.379
0.315 -0.538 -0.354
0.525 -0.393 0.425
-0.163 -0.367 -0.751
0.066 -0.372 0.168
0.030 -0.104 1.149
-0.665 0.253 0.403
-0.268 -0.025 -0.843
-0.434 0.073 0.276
0.204 -0.793 0.931
-0.032 -0.030 0.036
0.609 0.623 0.059
0.096 -0.098 -0.697
0.399 -0.014 0.222
0.380 -0.370 0.352
0.678 -0.459 0.064
0.516 -0.318 0.327
1.095 -0.064 -0.040
0.618 -0.203 0.367
-0.095 -0.183 0.142
-0.751 -0.652 -0.409
0.873 -0.571 -0.207
-0.315 -0.468 -0.305
-0.647 -0.106 0.824
-0.535 -0.859 -0.656
0.938 0.497 1.133
-0.113 0.203 -0.065
-0.350 -0.378 0.136
-0.090 -0.275 -0.283
-0.072 -0.249 -0.353
-0.448 -0.571 -0.167
-0.072 -0.257 -0.765
-1.087 0.712 0.191
0.565 0.040 -0.265
-0.352 -0.552 -0.673
0.081 -0.339 0.368
0.506 -1.605 -0.975
-0.010 0.499 0.143
0.020 -0.971 -0.178
-0.082 -0.172 -0.177
-0.175 -0.160 -0.034
0.488 0.340 -0.214
1.170 0.098 0.143
0.033 0.669 -0.913
0.310 -0.888 0.351
-1.267 1.213 -0.273
-0.035 0.058 -0.269
-0.262 -0.041 0.311
-0.451 -0.081 0.833
-0.422 -0.359 0.181
-0.014 -0.880 -0.270
-0.294 0.276 0.303
-0.397 0.767 0.304
0.714 -0.197 0.235
-0.065 -0.078 0.790
0.455 -0.509 -0.895
0.044 -0.765 -0.618
0.812 0.685 1.508
-0.443 -0.186 0.326
0.922 0.008 -0.057
-0.167 0.044 -0.086
0.190 -0.472 -0.409
0.080 0.546 0.063
-0.429 -0.224 -0.008
-0.041 -0.270 -0.110
-0.733 0.327 -0.677
-0.383 0.552 -0.023
-0.102 0.060 -0.568
-0.517 -0.368 0.124
0.577 0.655 -0.532
-0.164 -0.323 -0.609
-0.098 0.321 0.458
-0.005 -0.969 -0.478
0.707 -0.164 -0.325
-0.196 -0.150 -0.570
0.415 0.626 -0.271
-0.088 0.119 0.146
0.965 -0.359 0.110
0.507 0.235 0.526
-0.120 0.327 0.120
0.023 0.067 0.142
-0.160 -0.303 0.048
-0.461 -0.079 0.088
-0.659 0.423 -0.131
-0.169 0.160 0.051
0.399 0.250 0.216
0.360 0.121 0.243
-0.948 -0.032 -0.474
0.115 0.487 -0.307
-0.318 -0.067 0.244
-0.035 0.334 1.101
-0.638 -0.444 -0.087
-0.507 0.026 -0.151
0.227 -0.348 -0.528

Output
E_HOMO   -8.3 eV
HOMO-LUMO gap   0.3306 Ha
LUMO energy   0.7 eV